ORCA calculation (ωB97M-V/def2-TZVPD) on a molecular structure, C18H17N4OS2Sn.

## Properties
charge	+2
2S+1	2
orbital gap (alpha / beta)	6.5 / 4.7	eV
molecular weight	488.21	g mol⁻¹
total energy	-2000.41228	Eh
highest occupied orbital energy (alpha / beta)	-13.76 / -13.76	eV
⟨S²⟩	0.7723

Each line ends with the Mulliken charge.
Positions of all 43 atoms, in Å:
Sn -2.4285 1.1344 -1.3481  1.055
N -1.9620 -1.0714 1.0585  -0.307
C -2.0937 0.1345 1.6991  0.732
C -1.8369 0.2528 3.0701  -0.862
C -1.9651 1.4795 3.6778  -0.360
C -2.3482 2.5883 2.9172  -0.785
C -2.5590 2.4161 1.5781  -0.170
N -2.4182 1.2156 0.9617  -0.025
H -1.8212 -1.8719 1.6561  0.266
H -2.5847 -1.2601 0.2907  0.143
H -1.5635 -0.6295 3.6324  0.386
H -1.7872 1.5783 4.7403  0.453
H -2.4670 3.5627 3.3671  0.464
H -2.8435 3.2497 0.9544  0.451
S 4.2764 -0.9880 -0.8174  -0.075
C 2.5924 -0.3957 -0.9295  0.289
C 1.8492 -0.5851 -2.0903  -0.680
C 0.5596 -0.0933 -2.1383  -0.320
N -0.0036 0.5616 -1.1169  -0.098
C 0.7151 0.7486 -0.0043  -0.221
C 2.0119 0.2920 0.1316  -0.641
C 3.8856 -2.6552 -0.2633  0.345
C 3.7180 -3.6732 -1.1862  -0.154
C 3.4236 -4.9440 -0.6986  -0.401
N 3.3073 -5.1996 0.5954  -0.526
C 3.4901 -4.2261 1.4744  -0.427
C 3.7859 -2.9208 1.0925  -0.201
H 2.2700 -1.1009 -2.9415  0.415
H -0.0480 -0.2223 -3.0286  0.424
H 0.2333 1.2931 0.8004  0.476
H 2.5671 0.4702 1.0415  0.458
H 3.8235 -3.4992 -2.2485  0.412
H 3.2824 -5.7806 -1.3731  0.367
H 3.4048 -4.4948 2.5212  0.377
H 3.9476 -2.1496 1.8335  0.399
C -1.6844 3.8867 -3.2562  -1.130
C -2.2163 3.5645 -1.9063  0.621
O -2.6150 4.2589 -1.0588  -0.279
H -1.5572 4.9654 -3.3444  0.365
H -2.4038 3.5386 -4.0026  0.342
H -0.7406 3.3706 -3.4339  0.345
S -6.3451 1.5528 -0.8951  0.052
C -4.8511 1.6462 -1.0125  0.028

Forces on the atoms, in the same order (eV/Å):
Sn 0.806 -0.268 0.288
N -0.067 0.257 0.122
C 0.053 -0.185 -0.111
C -0.020 0.118 0.059
C 0.015 -0.194 -0.089
C 0.012 0.063 -0.043
C -0.025 0.189 0.210
N 0.032 -0.155 -0.637
H 0.030 -0.041 -0.062
H -0.053 -0.135 -0.026
H -0.016 0.000 0.012
H 0.015 0.002 -0.001
H -0.021 0.010 -0.039
H -0.030 -0.012 -0.017
S -0.141 -0.072 0.043
C 0.253 -0.105 -0.014
C -0.103 0.080 0.071
C -0.037 -0.051 -0.150
N -0.454 0.252 0.186
C 0.135 0.074 0.142
C -0.142 0.043 -0.114
C 0.075 0.283 -0.096
C -0.053 -0.196 -0.007
C 0.074 0.336 -0.032
N -0.148 -0.544 0.186
C 0.075 0.302 -0.187
C -0.050 -0.164 0.126
H 0.004 -0.001 0.001
H 0.008 -0.027 0.009
H 0.049 -0.021 -0.016
H -0.006 0.011 0.007
H 0.020 0.027 0.013
H 0.011 0.023 -0.011
H 0.010 0.020 -0.007
H 0.018 0.015 -0.028
C 0.131 -0.084 -0.359
C 0.119 0.200 -0.040
O -0.130 -0.109 0.200
H -0.014 0.008 0.064
H -0.001 -0.043 0.052
H -0.026 -0.046 0.068
S 0.324 0.059 -0.081
C -0.729 0.079 0.308